# C9H7O2S

An isolated ion of composition C9H7O2S and charge -1 (ωB97M-V/def2-TZVPD, the OMol25 dataset).

## Properties
**Largest force on an atom**: 4.92 eV/Å
**Highest occupied orbital energy**: -3.1 eV
**Gap between HOMO and LUMO**: 6.77 eV
**Net charge**: -1
**Multiplicity**: 1
**Energy above the lowest of the compared OMol25 structures with the same formula, charge and spin**: 146.4 kJ/mol

Element x y z (Å)
C1 -2.352 0.349 -0.425
C2 -2.005 1.610 0.089
C3 -1.326 -0.550 -0.622
C4 -0.691 1.935 0.242
C5 0.042 -0.350 -0.304
C6 0.350 1.060 -0.033
C7 1.685 1.489 0.355
C8 0.944 -1.618 -0.052
C9 0.356 -2.853 0.232
O1 4.167 0.536 0.101
O2 2.201 -1.352 0.132
S1 2.801 0.407 -0.441
H1 -3.360 -0.021 -0.681
H2 -2.839 2.278 0.178
H3 -1.537 -1.634 -0.846
H4 -0.344 2.879 0.649
H5 1.900 2.468 0.602
H6 -0.742 -2.804 0.276
H7 0.750 -3.829 0.549



# C2H4NO2

An isolated ion of composition C2H4NO2 and charge -1 (ωB97M-V/def2-TZVPD, the OMol25 dataset).

## Properties
**Largest force on an atom**: 1.99 eV/Å
**Highest occupied orbital energy**: -2.9 eV
**Gap between HOMO and LUMO**: 7.30 eV
**Net charge**: -1
**Multiplicity**: 1
**Energy above the lowest of the compared OMol25 structures with the same formula, charge and spin**: 146.5 kJ/mol
**SMILES**: O=CNC[O-]

Element x y z (Å)
O1 1.894 -0.477 1.543
C1 0.888 -0.578 0.865
N1 0.105 0.450 0.464
C2 -0.842 0.290 -0.763
O2 -0.785 1.288 -1.572
H1 0.421 -1.506 0.483
H2 0.663 1.296 0.475
H3 -0.521 -0.722 -1.190
H4 -1.823 -0.041 -0.305



# C39H23Cl5F6N5O3TeZr

C39H23Cl5F6N5O3TeZr as an isolated structure (ωB97M-V/def2-TZVPD, the OMol25 dataset).

## Properties
**Largest force on an atom**: 2.10 eV/Å
**Highest occupied orbital energy**: -10.2 eV
**Gap between HOMO and LUMO**: 6.10 eV
**Net charge**: +1
**Multiplicity**: 1
**Energy above the lowest of the compared OMol25 structures with the same formula, charge and spin**: 36.1 kJ/mol

Element x y z (Å)
Zr1 -0.146 0.262 -0.183
N1 2.826 -0.891 3.551
C1 2.300 -0.172 2.554
N2 1.725 -0.679 1.513
C2 1.620 -2.052 1.392
N3 1.191 -2.570 0.276
N4 0.854 -1.685 -0.687
C3 0.953 -2.055 -1.918
C4 0.756 -1.047 -2.945
C5 0.733 -1.343 -4.310
C6 0.690 -0.299 -5.219
C7 0.666 1.003 -4.741
C8 0.659 1.212 -3.368
N5 0.697 0.219 -2.490
C9 2.107 -2.899 2.461
C10 2.020 -4.295 2.443
C11 2.574 -5.035 3.467
C12 3.243 -4.405 4.516
C13 3.339 -3.029 4.557
C14 2.761 -2.274 3.540
H1 3.279 -0.440 4.336
H2 2.375 0.908 2.618
H3 1.277 -3.059 -2.191
H4 0.752 -2.368 -4.639
H5 0.690 -0.499 -6.281
H6 0.653 1.842 -5.416
H7 0.637 2.215 -2.951
H8 1.520 -4.765 1.613
H9 2.504 -6.111 3.460
H10 3.695 -4.992 5.303
H11 3.857 -2.528 5.363
Cl1 -3.315 0.070 6.485
C15 -2.549 -0.224 4.984
C16 -1.800 0.786 4.375
Cl2 -1.611 2.308 5.126
C17 -1.213 0.545 3.140
Cl3 -0.271 1.720 2.287
C18 -1.363 -0.681 2.476
O1 -0.920 -0.843 1.254
C19 -2.046 -1.710 3.150
Cl4 -2.139 -3.224 2.355
C20 -2.654 -1.480 4.378
Cl5 -3.540 -2.728 5.131
F1 -2.819 3.924 -1.249
C21 -2.845 2.765 -1.894
F2 -2.470 2.993 -3.161
F3 -4.103 2.320 -1.916
C22 -1.878 1.748 -1.268
O2 -1.704 0.642 -1.819
O3 -1.226 2.080 -0.250
F4 7.310 5.814 -2.440
C23 7.290 5.315 -1.191
F5 7.439 6.351 -0.359
F6 8.403 4.563 -1.073
C24 6.050 4.511 -0.929
C25 5.181 4.850 0.100
C26 4.052 4.087 0.316
C27 3.790 2.987 -0.502
C28 4.676 2.650 -1.529
C29 5.803 3.411 -1.745
C30 2.620 2.209 -0.324
C31 1.622 1.521 -0.218
H12 5.384 5.710 0.720
H13 3.363 4.340 1.110
H14 4.464 1.790 -2.150
H15 6.488 3.166 -2.544
C32 -4.263 -1.614 -2.076
Te1 -2.608 -1.870 -0.662
C33 -3.699 -0.352 0.409
C34 -5.106 -0.352 -0.107
C35 -6.119 0.264 0.613
C36 -7.425 0.204 0.164
C37 -7.720 -0.475 -1.007
C38 -6.710 -1.071 -1.741
C39 -5.394 -1.010 -1.299
H16 -4.548 -2.559 -2.533
H17 -3.941 -0.932 -2.868
H18 -3.224 0.628 0.263
H19 -3.700 -0.559 1.480
H20 -5.884 0.778 1.534
H21 -8.210 0.680 0.733
H22 -8.742 -0.543 -1.346
H23 -6.948 -1.594 -2.656



# C8H24O4

A 4-piece molecular cluster, C8H24O4 overall (ωB97M-V/def2-TZVPD, the OMol25 dataset).

## Properties
**Largest force on an atom**: 2.53 eV/Å
**Highest occupied orbital energy**: -10.1 eV
**Gap between HOMO and LUMO**: 10.68 eV
**Net charge**: 0
**Multiplicity**: 1
**Energy above the lowest of the compared OMol25 structures with the same formula, charge and spin**: 185.5 kJ/mol
**SMILES**: CCO.CCO.CCO.CCO

Element x y z (Å)
C1 20.194 -6.033 -18.593
C2 19.190 -5.206 -19.499
O1 19.760 -5.289 -20.863
H1 21.215 -5.699 -18.778
H2 20.161 -7.092 -18.849
H3 19.979 -5.954 -17.528
H4 19.179 -4.180 -19.131
H5 18.174 -5.600 -19.532
H6 20.353 -4.534 -20.890
C3 17.388 -14.865 -12.870
C4 15.956 -14.622 -12.433
O2 15.141 -14.683 -13.559
H7 17.319 -15.839 -13.355
H8 18.134 -14.771 -12.081
H9 17.662 -14.114 -13.611
H10 15.737 -13.749 -11.819
H11 15.558 -15.314 -11.691
H12 14.323 -15.078 -13.248
C5 24.230 -13.714 -17.106
C6 23.899 -14.337 -15.786
O3 22.663 -14.969 -15.981
H13 23.326 -13.545 -17.692
H14 24.834 -14.367 -17.737
H15 24.639 -12.709 -17.005
H16 23.712 -13.555 -15.051
H17 24.697 -14.877 -15.277
H18 22.585 -15.656 -15.315
C7 19.341 -8.947 -14.385
C8 20.112 -10.070 -15.030
O4 21.046 -9.597 -15.947
H19 18.844 -9.223 -13.455
H20 18.756 -8.462 -15.166
H21 19.985 -8.108 -14.120
H22 19.386 -10.760 -15.460
H23 20.715 -10.590 -14.286
H24 21.754 -10.231 -16.081



# C9H19N2

C9H19N2 as an isolated structure (ωB97M-V/def2-TZVPD, the OMol25 dataset).

## Properties
**Largest force on an atom**: 5.95 eV/Å
**Highest occupied orbital energy (alpha / beta)**: -10.4 / -13.4 eV
**Gap between HOMO and LUMO (alpha / beta)**: 7.93 / 6.37 eV
**Net charge**: +1
**Multiplicity**: 3
**Energy above the lowest of the compared OMol25 structures with the same formula, charge and spin**: 180.7 kJ/mol

Element x y z (Å)
C1 -1.613 0.366 -1.272
C2 -0.765 1.684 -0.937
C3 -1.680 -0.563 -0.063
C4 0.428 1.349 -0.312
C5 -0.242 -1.126 0.421
C6 1.521 2.318 0.034
C7 1.080 -0.198 -1.376
C8 0.157 -2.520 -0.060
C9 -0.157 -1.096 1.852
N1 0.312 0.257 2.214
N2 0.860 -0.005 -0.018
H1 -2.654 0.577 -1.470
H2 -0.980 -0.209 -2.013
H3 -0.716 2.394 -1.726
H4 -1.156 2.194 -0.083
H5 -2.018 -0.029 0.802
H6 -2.448 -1.372 -0.164
H7 1.208 3.092 0.705
H8 1.755 2.714 -0.933
H9 2.341 1.699 0.423
H10 2.165 -0.211 -1.528
H11 1.034 0.654 -2.152
H12 0.575 -1.135 -1.708
H13 -0.805 -3.163 0.080
H14 1.157 -2.908 0.372
H15 0.120 -2.643 -1.107
H16 -0.944 -1.572 2.536
H17 -0.305 1.051 2.764
H18 0.624 -1.802 1.926
H19 1.146 0.205 2.790



# C23H22N4S2TeZr

C23H22N4S2TeZr as an isolated structure (ωB97M-V/def2-TZVPD, the OMol25 dataset).

## Properties
**Largest force on an atom**: 0.91 eV/Å
**Highest occupied orbital energy**: -14.2 eV
**Gap between HOMO and LUMO**: 7.03 eV
**Net charge**: +2
**Multiplicity**: 1
**Energy above the lowest of the compared OMol25 structures with the same formula, charge and spin**: 192.4 kJ/mol

Element x y z (Å)
Zr1 1.652 -1.050 1.441
C1 0.399 -0.775 -1.618
N1 0.518 -0.211 -0.251
C2 -0.098 0.901 0.028
C3 0.049 1.431 1.326
C4 -0.441 2.556 1.967
C5 0.090 2.553 3.268
C6 0.884 1.433 3.380
N2 0.889 0.724 2.209
C7 0.943 0.161 -2.665
C8 2.297 0.483 -2.682
C9 2.797 1.367 -3.623
C10 1.940 1.939 -4.556
C11 0.591 1.621 -4.547
C12 0.093 0.733 -3.601
H1 -0.650 -0.999 -1.823
H2 0.938 -1.728 -1.631
H3 -0.709 1.395 -0.726
H4 -1.095 3.298 1.536
H5 -0.081 3.284 4.040
H6 1.451 1.091 4.231
H7 2.978 0.028 -1.967
H8 3.852 1.606 -3.639
H9 2.328 2.627 -5.294
H10 -0.074 2.059 -5.278
H11 -0.961 0.478 -3.604
Te1 1.877 -2.485 3.708
C13 3.814 -1.879 3.220
C14 4.452 -0.710 3.604
C15 5.824 -0.717 3.280
C16 6.210 -1.875 2.658
S1 4.921 -2.966 2.463
H12 3.957 0.106 4.112
H13 6.502 0.095 3.498
H14 7.197 -2.138 2.309
N3 -1.975 -3.036 -0.447
C17 -1.689 -2.177 0.515
S2 -0.323 -2.582 1.557
N4 -2.396 -1.091 0.755
C18 -3.535 -0.546 0.072
C19 -3.678 0.835 0.132
C20 -4.741 1.446 -0.511
C21 -5.660 0.682 -1.217
C22 -5.533 -0.698 -1.239
C23 -4.480 -1.323 -0.585
H15 -1.425 -3.877 -0.524
H16 -2.794 -2.946 -1.027
H17 -2.042 -0.524 1.515
H18 -2.964 1.428 0.691
H19 -4.858 2.520 -0.452
H20 -6.485 1.158 -1.728
H21 -6.271 -1.303 -1.747
H22 -4.484 -2.404 -0.533



E (eV)
-24374.8103 -7724.0936 -141897.5674 -16872.7863 -12606.8321 -60399.2772